w) An isolated molecule of C5H6O2. Source: OMol25; level of theory: ωB97M-V/def2-TZVPD.

```
13
Properties=species:S:1:pos:R:3
O -1.83 1.32 -0.84
C -0.76 1.87 -0.66
C 0.00 1.68 0.56
C 0.60 0.72 1.00
C 1.02 -0.67 0.96
C 0.21 -1.14 -0.29
O -1.15 -1.27 -0.01
H -0.27 2.42 -1.47
H 0.71 -1.25 1.84
H 2.10 -0.77 0.80
H 0.37 -0.39 -1.08
H 0.59 -2.10 -0.65
H -1.59 -0.41 -0.15
```

Properties
charge: 0
Kohn-Sham gap: 10.175 eV
multiplicity: 1
SMILES: O=CC#CCCO

How positive or negative is each atom? The Löwdin charges in e answer that:
1 O 0.026
2 C -0.277
3 C 0.029
4 C 0.001
5 C -0.129
6 C -0.265
7 O -0.048
8 H 0.127
9 H 0.123
10 H 0.117
11 H 0.116
12 H 0.122
13 H 0.060

***

x) An isolated molecule of C5H6O2. Source: OMol25; level of theory: ωB97M-V/def2-TZVPD.

```
13
Properties=species:S:1:pos:R:3
C -1.80 -0.25 -0.29
C -0.55 0.01 0.52
C 0.31 1.20 0.13
C 1.56 0.69 0.09
C 1.57 -0.80 0.13
O 2.49 -1.50 -0.16
O 0.31 -1.18 0.41
H -2.19 -1.23 -0.02
H -2.55 0.53 -0.06
H -1.58 -0.23 -1.36
H -0.81 0.08 1.60
H 0.80 1.40 -0.95
H 2.44 1.29 -0.03
```

Properties
charge: 0
Kohn-Sham gap: 9.486 eV
multiplicity: 1
SMILES: C[C@@H]1C=CC(=O)O1

How positive or negative is each atom? The Löwdin charges in e answer that:
1 C -0.040
2 C -0.345
3 C -0.020
4 C -0.023
5 C -0.480
6 O 0.132
7 O 0.046
8 H 0.086
9 H 0.089
10 H 0.089
11 H 0.159
12 H 0.186
13 H 0.122

***

y) An isolated molecule of C5H6O2. Source: OMol25; level of theory: ωB97M-V/def2-TZVPD.

```
13
Properties=species:S:1:pos:R:3
C 2.86 0.43 0.03
C 1.70 0.21 -0.23
C 0.53 -0.64 -0.39
O 0.66 -1.67 -1.02
C -0.76 -0.37 0.37
C -1.33 1.03 0.17
O -1.69 -1.34 -0.03
H 3.89 0.51 0.27
H -0.49 -0.49 1.43
H -2.30 1.07 0.68
H -1.49 1.25 -0.89
H -0.68 1.79 0.61
H -1.16 -2.03 -0.46
```

Properties
charge: 0
Kohn-Sham gap: 10.473 eV
multiplicity: 1
SMILES: C#CC(=O)[C@@H](C)O

How positive or negative is each atom? The Löwdin charges in e answer that:
1 C 0.167
2 C -0.017
3 C -0.363
4 O 0.112
5 C -0.398
6 C -0.032
7 O -0.018
8 H 0.043
9 H 0.160
10 H 0.086
11 H 0.091
12 H 0.083
13 H 0.087

***

z) A structure of composition C5H6O2. Source: OMol25; level of theory: ωB97M-V/def2-TZVPD.

```
13
Properties=species:S:1:pos:R:3
O -0.83 1.25 2.67
C -0.38 -0.22 0.11
C 0.35 -1.43 -0.59
O -0.23 -1.26 -1.87
C -0.55 0.05 -1.43
C 0.66 0.72 -0.94
C 1.31 -0.35 -0.33
H -1.66 0.91 3.02
H -0.70 0.75 1.84
H 0.46 -2.43 -0.20
H -1.37 0.56 -1.91
H 0.83 1.77 -0.78
H 2.10 -0.31 0.40
```

Properties
charge: 0
Kohn-Sham gap: 9.931 eV
multiplicity: 1

How positive or negative is each atom? The Löwdin charges in e answer that:
1 O -0.114
2 C 0.082
3 C -0.242
4 O -0.009
5 C -0.241
6 C -0.025
7 C -0.025
8 H 0.021
9 H -0.050
10 H 0.156
11 H 0.157
12 H 0.146
13 H 0.145

***

The least stable of them is z).

***

w) An isolated molecule of C5H6O2. Source: OMol25; level of theory: ωB97M-V/def2-TZVPD.

```
13
Properties=species:S:1:pos:R:3
O -2.08 1.35 -0.40
C -1.91 0.16 -0.33
C -1.81 -0.62 1.00
C -0.35 -0.54 0.95
C 0.69 -0.22 0.42
C 2.08 0.10 0.10
O 2.35 0.51 -1.22
H -1.68 -0.47 -1.21
H -2.26 -0.07 1.83
H -2.17 -1.66 0.97
H 2.40 0.84 0.84
H 2.64 -0.82 0.26
H 1.96 1.38 -1.36
```

Properties
charge: 0
Kohn-Sham gap: 10.222 eV
multiplicity: 1
SMILES: O=CCC#CCO

How positive or negative is each atom? The Löwdin charges in e answer that:
1 O 0.052
2 C -0.292
3 C -0.128
4 C -0.047
5 C 0.020
6 C -0.271
7 O -0.049
8 H 0.133
9 H 0.119
10 H 0.116
11 H 0.126
12 H 0.125
13 H 0.094

***

x) A cluster of 2 separate species, C5H6O2 in total. Source: OMol25; level of theory: ωB97M-V/def2-TZVPD.

```
13
Properties=species:S:1:pos:R:3
C 1.39 0.88 -0.13
C 1.20 -0.41 0.16
C 0.92 -1.41 -0.92
O 0.72 -1.14 -2.08
H 1.12 1.27 -1.10
H 1.74 1.59 0.61
H 1.46 -0.81 1.12
H 0.93 -2.45 -0.56
C -1.96 0.99 0.76
C -1.66 -0.21 0.37
O -1.66 -1.31 -0.03
H -2.88 1.20 1.30
H -1.32 1.82 0.51
```

Properties
charge: 0
Kohn-Sham gap: 9.536 eV
multiplicity: 1
SMILES: C=CC=O.C=C=O

How positive or negative is each atom? The Löwdin charges in e answer that:
1 C 0.038
2 C -0.149
3 C -0.307
4 O 0.055
5 H 0.077
6 H 0.067
7 H 0.099
8 H 0.117
9 C 0.012
10 C -0.290
11 O 0.155
12 H 0.070
13 H 0.055

***

The least stable of them is w).

***

w) A cluster of 2 separate species, C5H12N2O in total. Source: OMol25; level of theory: ωB97M-V/def2-TZVPD.

```
20
Properties=species:S:1:pos:R:3
C -0.81 0.75 0.47
C -0.54 -1.50 -0.87
C -0.16 1.37 1.66
N 0.63 -1.22 -1.41
N -1.73 -1.30 -1.53
C 0.72 0.22 1.34
C 1.89 0.29 0.53
O -0.59 1.37 -0.76
H 0.37 1.30 -0.94
H -1.80 0.33 0.55
H -0.57 -2.12 0.01
H 0.56 -0.75 -2.31
H 1.34 -0.59 -0.73
H -2.56 -1.47 -0.99
H -1.77 -0.44 -2.06
H 0.27 2.36 1.51
H -0.72 1.30 2.59
H 0.52 -0.69 1.89
H 2.30 1.28 0.32
H 2.65 -0.46 0.72
```

Properties
charge: 0
Kohn-Sham gap: 7.374 eV
multiplicity: 1

How positive or negative is each atom? The Löwdin charges in e answer that:
1 C -0.307
2 C -0.295
3 C -0.149
4 N 0.064
5 N 0.091
6 C -0.261
7 C -0.152
8 O -0.077
9 H 0.070
10 H 0.105
11 H 0.127
12 H 0.098
13 H 0.065
14 H 0.094
15 H 0.101
16 H 0.115
17 H 0.105
18 H 0.110
19 H 0.047
20 H 0.048

***

x) A cluster of 2 separate species, C5H12N2O in total. Source: OMol25; level of theory: ωB97M-V/def2-TZVPD.

```
20
Properties=species:S:1:pos:R:3
C -0.99 1.31 1.55
N -0.68 2.21 0.68
C 0.84 1.81 -1.26
C -0.33 1.19 -0.41
C -0.02 -0.37 -0.23
N 0.40 -0.93 -1.41
C 0.52 -2.34 -1.18
O 0.07 -2.16 1.96
H -0.23 0.73 2.08
H -2.03 1.08 1.82
H 1.69 2.07 -0.64
H 0.40 2.61 -1.86
H 1.09 0.99 -1.93
H -1.19 1.06 -1.07
H 0.86 -0.51 0.48
H -0.84 -1.00 0.15
H -0.04 -1.89 2.88
H -0.43 -2.86 -1.36
H 0.83 -2.56 -0.15
H 1.23 -2.84 -1.85
```

Properties
charge: 0
Kohn-Sham gap: 4.731 eV
multiplicity: 1

How positive or negative is each atom? The Löwdin charges in e answer that:
1 C -0.063
2 N 0.001
3 C -0.054
4 C -0.343
5 C -0.270
6 N 0.118
7 C -0.095
8 O -0.327
9 H 0.082
10 H 0.098
11 H 0.078
12 H 0.078
13 H 0.041
14 H 0.130
15 H 0.181
16 H 0.132
17 H -0.078
18 H 0.128
19 H 0.073
20 H 0.090

***

y) A structure of composition C5H12N2O. Source: OMol25; level of theory: ωB97M-V/def2-TZVPD.

```
20
Properties=species:S:1:pos:R:3
C 0.89 0.57 -0.54
C 1.62 1.66 0.23
C 1.65 -0.75 -0.54
H 0.68 0.91 -1.56
H -0.36 0.09 -0.43
H 1.08 2.61 0.19
H 1.68 -1.15 0.48
H 1.17 -1.49 -1.19
H 1.74 1.37 1.27
H 2.61 1.82 -0.18
H 2.67 -0.61 -0.89
C -1.94 -0.59 -0.08
N -1.88 -1.89 0.27
C -0.77 0.27 0.94
N -2.81 -0.06 -0.83
O -0.31 -0.35 1.89
H -2.57 -2.53 -0.09
H -1.28 -2.12 1.05
H -2.69 0.94 -0.96
H -1.16 1.30 0.98
```

Properties
charge: 0
Kohn-Sham gap: 9.639 eV
multiplicity: 1

How positive or negative is each atom? The Löwdin charges in e answer that:
1 C -0.308
2 C -0.099
3 C -0.102
4 H 0.119
5 H 0.130
6 H 0.077
7 H 0.078
8 H 0.079
9 H 0.081
10 H 0.084
11 H 0.079
12 C -0.472
13 N 0.125
14 C -0.324
15 N 0.100
16 O -0.016
17 H 0.106
18 H 0.092
19 H 0.036
20 H 0.135

***

The least stable of them is x).

***

w) A structure of composition C5H12N2O. Source: OMol25; level of theory: ωB97M-V/def2-TZVPD.

```
20
Properties=species:S:1:pos:R:3
C 1.91 1.19 -0.73
C -0.40 -1.58 1.24
C -2.73 -0.24 -0.27
C -0.47 -0.11 0.89
N 2.70 0.90 0.26
N 1.94 0.73 -1.98
C -1.48 0.45 0.20
O 0.44 0.66 1.49
H 1.18 1.98 -0.52
H 1.67 0.66 1.30
H 3.35 0.15 0.07
H 1.21 0.94 -2.64
H 2.46 -0.10 -2.23
H -1.45 1.53 0.08
H -1.25 -1.89 1.86
H 0.50 -1.81 1.82
H -0.38 -2.21 0.35
H -2.55 -1.27 -0.56
H -3.50 -0.25 0.51
H -3.16 0.28 -1.13
```

Properties
charge: 0
Kohn-Sham gap: 7.973 eV
multiplicity: 1

How positive or negative is each atom? The Löwdin charges in e answer that:
1 C -0.319
2 C -0.042
3 C -0.124
4 C -0.483
5 N 0.051
6 N 0.126
7 C -0.146
8 O -0.153
9 H 0.132
10 H 0.165
11 H 0.073
12 H 0.104
13 H 0.106
14 H 0.092
15 H 0.082
16 H 0.073
17 H 0.071
18 H 0.061
19 H 0.071
20 H 0.060

***

x) An isolated molecule of C5H12N2O. Source: OMol25; level of theory: ωB97M-V/def2-TZVPD.

```
20
Properties=species:S:1:pos:R:3
N 0.67 -3.15 1.01
C 0.67 -1.80 0.70
C 1.21 -1.29 -0.41
C 0.96 0.11 -0.92
C 0.09 1.08 -0.07
N 0.27 2.42 -0.65
C -1.37 0.67 -0.11
O -2.23 1.73 0.34
H 0.73 -3.38 2.00
H 1.16 -3.76 0.38
H 0.18 -1.19 1.44
H 1.62 -1.96 -1.16
H 1.88 0.66 -1.14
H 0.48 -0.01 -1.89
H 0.57 1.02 0.91
H -0.64 2.85 -0.71
H 0.60 2.34 -1.60
H -1.51 -0.20 0.54
H -1.74 0.40 -1.09
H -1.99 1.99 1.24
```

Properties
charge: 0
Kohn-Sham gap: 9.037 eV
multiplicity: 1
SMILES: N/C=C/C[C@@H](N)CO

How positive or negative is each atom? The Löwdin charges in e answer that:
1 N 0.033
2 C -0.239
3 C -0.112
4 C -0.187
5 C -0.397
6 N 0.041
7 C -0.220
8 O -0.079
9 H 0.086
10 H 0.079
11 H 0.104
12 H 0.100
13 H 0.108
14 H 0.109
15 H 0.132
16 H 0.058
17 H 0.058
18 H 0.104
19 H 0.131
20 H 0.092

***

The least stable of them is w).

***

w) An isolated molecule of C5H12N2O. Source: OMol25; level of theory: ωB97M-V/def2-TZVPD.

```
20
Properties=species:S:1:pos:R:3
C 0.63 -0.65 -1.20
C 0.39 0.43 -0.11
C 1.09 0.07 1.19
N 2.54 0.05 1.16
N -1.02 0.73 0.32
C -1.97 0.64 -0.90
C -1.64 -0.46 0.84
O -2.46 -0.35 1.72
H 0.13 -0.22 -2.07
H 1.68 -0.80 -1.41
H 0.22 -1.63 -0.94
H 0.80 1.35 -0.55
H 0.74 -0.90 1.57
H 0.76 0.82 1.93
H 3.04 -0.55 0.53
H 2.96 0.96 1.16
H -2.98 0.65 -0.53
H -1.81 -0.19 -1.60
H -1.74 1.50 -1.55
H -1.34 -1.46 0.45
```

Properties
charge: 0
Kohn-Sham gap: 10.092 eV
multiplicity: 1
SMILES: C[C@H](CN)N(C)C=O

How positive or negative is each atom? The Löwdin charges in e answer that:
1 C -0.061
2 C -0.364
3 C -0.272
4 N 0.004
5 N -0.058
6 C -0.071
7 C -0.384
8 O 0.070
9 H 0.067
10 H 0.067
11 H 0.072
12 H 0.145
13 H 0.120
14 H 0.130
15 H 0.060
16 H 0.068
17 H 0.086
18 H 0.078
19 H 0.100
20 H 0.143

***

x) A cluster of 2 separate species, C5H12N2O in total. Source: OMol25; level of theory: ωB97M-V/def2-TZVPD.

```
20
Properties=species:S:1:pos:R:3
C -2.15 0.24 -0.37
C -1.35 0.43 0.89
C -1.14 1.78 1.45
N -0.07 1.11 0.75
H -1.96 1.06 -1.05
H -3.21 0.19 -0.14
H -1.86 -0.69 -0.86
H -1.42 -0.39 1.60
H -1.09 1.91 2.53
H -1.55 2.64 0.92
H 0.66 0.74 1.36
C 1.37 -0.61 -1.64
C 1.45 -1.49 -0.43
N 2.27 -1.15 0.68
O 2.58 -2.24 -0.19
H 0.78 0.27 -1.39
H 0.91 -1.14 -2.47
H 2.37 -0.30 -1.94
H 0.52 -1.98 -0.15
H 2.90 -0.38 0.45
```

Properties
charge: 0
Kohn-Sham gap: 10.726 eV
multiplicity: 1
SMILES: C[C@@H]1CN1.C[C@@H]1NO1

How positive or negative is each atom? The Löwdin charges in e answer that:
1 C -0.067
2 C -0.383
3 C -0.150
4 N -0.002
5 H 0.080
6 H 0.074
7 H 0.062
8 H 0.134
9 H 0.101
10 H 0.100
11 H 0.084
12 C -0.034
13 C -0.448
14 N 0.037
15 O -0.043
16 H 0.054
17 H 0.079
18 H 0.083
19 H 0.135
20 H 0.104

***

y) An isolated molecule of C5H12N2O. Source: OMol25; level of theory: ωB97M-V/def2-TZVPD.

```
20
Properties=species:S:1:pos:R:3
C -0.56 -2.24 0.60
C 0.35 -1.27 0.58
N 1.24 -1.02 1.65
C 0.70 -0.50 -0.67
C 0.39 1.04 -0.67
N 0.60 1.69 0.62
C -0.96 1.29 -1.27
O -1.98 0.81 -0.39
H -0.81 -2.85 1.45
H -1.10 -2.61 -0.27
H 1.10 -1.66 2.41
H 1.12 -0.09 2.05
H 1.74 -0.65 -0.88
H 0.22 -0.96 -1.53
H 1.21 1.37 -1.31
H 1.24 2.48 0.50
H -0.27 2.04 0.99
H -1.17 2.36 -1.34
H -1.14 0.92 -2.28
H -1.92 -0.14 -0.23
```

Properties
charge: 0
Kohn-Sham gap: 9.492 eV
multiplicity: 1
SMILES: C=C(N)C[C@H](N)CO

How positive or negative is each atom? The Löwdin charges in e answer that:
1 C 0.018
2 C -0.428
3 N 0.077
4 C -0.116
5 C -0.367
6 N 0.052
7 C -0.232
8 O -0.067
9 H 0.053
10 H 0.057
11 H 0.078
12 H 0.063
13 H 0.106
14 H 0.114
15 H 0.134
16 H 0.080
17 H 0.076
18 H 0.122
19 H 0.117
20 H 0.063

***

The least stable of them is x).

***

w) A cluster of 2 separate species, C5H12N2O in total. Source: OMol25; level of theory: ωB97M-V/def2-TZVPD.

```
20
Properties=species:S:1:pos:R:3
C -1.33 -0.34 1.46
C -0.48 -0.16 0.31
C 1.53 0.64 1.47
C 1.41 -1.66 0.42
C 1.00 -0.20 0.24
N -2.10 1.45 -2.89
N -0.89 1.44 -2.29
O -1.19 -1.28 0.29
H -1.05 -0.57 2.49
H -2.20 0.31 1.47
H 1.13 0.36 2.42
H 1.26 1.73 1.40
H 2.61 0.61 1.62
H 2.42 -1.71 0.19
H 0.90 -2.20 -0.31
H 1.07 -1.89 1.40
H 1.40 0.14 -0.83
H -2.61 0.65 -3.22
H -2.12 2.20 -3.61
H -0.76 0.51 -2.05
```

Properties
charge: 0
Kohn-Sham gap (spin up / spin down): 8.630 / 8.536 eV
multiplicity: 1

How positive or negative is each atom? The Löwdin charges in e answer that:
1 C -0.026
2 C -0.316
3 C -0.068
4 C -0.060
5 C -0.362
6 N -0.091
7 N -0.016
8 O 0.008
9 H 0.112
10 H 0.096
11 H 0.057
12 H 0.096
13 H 0.071
14 H 0.062
15 H 0.065
16 H 0.083
17 H 0.168
18 H 0.072
19 H 0.091
20 H -0.039

***

x) An isolated molecule of C5H12N2O. Source: OMol25; level of theory: ωB97M-V/def2-TZVPD.

```
20
Properties=species:S:1:pos:R:3
C -0.13 -2.22 0.87
C -0.06 -0.74 1.19
O 0.27 -0.62 2.55
C 0.44 0.23 0.30
N 1.55 1.01 0.52
C -0.53 0.44 -0.77
C 0.05 0.57 -2.17
N -1.60 1.44 -0.60
H -0.05 -2.42 -0.20
H -1.07 -2.63 1.23
H 0.69 -2.74 1.38
H 0.33 0.32 2.77
H 2.36 0.58 0.95
H 1.65 1.86 -0.01
H -1.17 -0.54 -0.13
H -0.73 0.38 -2.90
H 0.44 1.57 -2.36
H 0.88 -0.13 -2.32
H -1.19 2.37 -0.54
H -2.11 1.27 0.26
```

Properties
charge: 0
Kohn-Sham gap: 7.962 eV
multiplicity: 1
SMILES: C/C(O)=C(/N)[C@H](C)N

How positive or negative is each atom? The Löwdin charges in e answer that:
1 C -0.054
2 C -0.356
3 O -0.012
4 C -0.327
5 N 0.132
6 C -0.428
7 C -0.061
8 N 0.029
9 H 0.081
10 H 0.076
11 H 0.085
12 H 0.091
13 H 0.104
14 H 0.094
15 H 0.191
16 H 0.074
17 H 0.072
18 H 0.075
19 H 0.064
20 H 0.069

***

The least stable of them is w).

***

w) A cluster of 2 separate species, C3H6FNOS in total. Source: OMol25; level of theory: ωB97M-V/def2-TZVPD.

```
13
Properties=species:S:1:pos:R:3
O -4.68 1.75 -0.51
C -4.49 0.79 0.12
F -4.94 0.52 1.32
S -3.48 -0.64 -0.44
H -3.42 -1.10 0.92
C 0.99 -0.65 0.56
N 0.93 -0.46 -0.64
C 1.45 0.76 -1.19
H 1.52 -0.10 1.36
H 0.47 -1.60 0.80
H 1.80 1.57 -0.56
H 2.40 0.54 -1.70
H 0.71 1.11 -1.77
```

Properties
charge: 0
Kohn-Sham gap: 10.260 eV
multiplicity: 1
SMILES: O=C(F)S.C=NC

How positive or negative is each atom? The Löwdin charges in e answer that:
1 O 0.110
2 C -0.871
3 F 0.044
4 S 0.781
5 H -0.071
6 C -0.118
7 N -0.083
8 C -0.142
9 H 0.087
10 H 0.072
11 H 0.071
12 H 0.091
13 H 0.028

***

x) An isolated molecule of C3H6FNOS. Source: OMol25; level of theory: ωB97M-V/def2-TZVPD.

```
13
Properties=species:S:1:pos:R:3
C -1.09 -0.45 -1.18
N -0.46 0.56 -0.31
C -0.86 0.46 1.07
S 1.03 1.24 -0.66
C 2.52 -0.08 0.12
O 3.62 0.21 0.20
F 1.92 -1.13 0.57
H -0.81 -1.57 -1.09
H -2.19 -0.32 -0.80
H -0.96 -0.18 -2.21
H -0.90 1.51 1.51
H -1.74 0.04 1.18
H -0.08 -0.29 1.60
```

Properties
charge: 0
Kohn-Sham gap: 9.543 eV
multiplicity: 1
SMILES: CN(C)SC(=O)F

How positive or negative is each atom? The Löwdin charges in e answer that:
1 C -0.148
2 N -0.682
3 C -0.164
4 S 0.893
5 C -0.648
6 O 0.135
7 F 0.110
8 H 0.106
9 H 0.110
10 H 0.056
11 H 0.109
12 H 0.004
13 H 0.120

***

The least stable of them is x).